175
Properties=species:S:1:pos:R:3:forces:R:3:mulliken_charge:R:1 method="wB97M-V/def2-TZVPD" homo_lumo_gap_ev=8.71 lumo_ev=-0.3924 total_energy_ev=-97950.137 de_lowest_ev=8.746 charge=0
C 4.899 0.151 6.588 0.587 -0.284 0.266 0.62
O 4.943 0.928 7.458 -0.393 4.581 4.152 -0.60
N 5.099 0.438 5.350 1.081 0.906 -6.263 -0.32
N 4.697 -1.093 6.866 -1.004 -5.686 1.288 -0.35
H 5.562 -0.229 4.750 -0.388 -0.092 0.085 0.18
H 5.193 1.376 4.986 0.038 0.040 0.791 0.17
H 4.763 -1.897 6.258 -0.149 0.510 -0.153 0.11
H 4.494 -1.307 7.832 0.251 0.132 -0.211 0.20
C -3.105 5.684 0.663 -2.349 4.754 -3.050 0.61
O -3.651 6.763 0.234 1.550 -2.742 1.714 -0.69
N -3.577 4.872 1.572 -1.653 -1.592 2.700 -0.34
N -2.028 5.163 0.106 1.992 -0.411 -1.228 -0.34
H -4.335 5.145 2.180 0.105 -0.184 -0.409 0.19
H -3.328 3.901 1.448 -0.349 0.105 0.584 0.19
H -1.582 5.713 -0.614 0.174 -0.361 0.280 0.21
H -1.577 4.434 0.640 0.557 0.300 -0.587 0.18
C -8.048 2.332 -1.310 -1.461 -1.618 -0.480 0.68
O -8.045 1.505 -2.169 1.087 -2.060 -2.817 -0.66
N -8.001 3.612 -1.523 0.809 3.681 -0.506 -0.38
N -8.322 1.957 -0.090 -0.559 -0.794 4.131 -0.45
H -7.756 3.855 -2.472 -0.437 0.445 0.243 0.22
H -8.549 4.194 -0.906 0.403 0.354 -0.559 0.20
H -8.400 2.608 0.679 0.042 -0.325 -0.117 0.16
H -8.631 1.002 0.030 0.153 0.327 0.065 0.23
C 3.900 7.898 -0.410 -4.044 2.972 -1.958 0.66
O 3.381 8.980 -0.772 1.119 -1.519 -0.373 -0.68
N 3.544 6.706 -0.867 -1.305 -1.549 -2.343 -0.36
N 4.607 7.789 0.633 4.833 0.156 5.661 -0.29
H 2.862 6.778 -1.608 0.217 -0.641 0.067 0.19
H 3.958 5.832 -0.574 -0.228 0.326 -0.333 0.17
H 5.030 8.579 1.100 -0.414 0.107 -0.384 0.20
H 4.910 6.908 1.024 -0.167 0.115 -0.329 0.12
C 7.132 -0.793 -0.922 2.670 -1.458 -0.998 0.63
O 8.260 -1.108 -0.665 3.127 -0.378 1.085 -0.69
N 6.189 -1.131 -0.096 -3.774 -0.207 2.538 -0.30
N 6.874 -0.358 -2.130 -2.326 1.739 -2.890 -0.36
H 6.513 -1.498 0.788 -0.156 0.250 -0.199 0.18
H 5.247 -0.774 -0.156 0.090 -0.094 0.122 0.16
H 7.526 -0.517 -2.885 0.042 0.169 0.569 0.21
H 5.919 -0.150 -2.387 0.177 0.060 -0.249 0.16
C 2.139 -4.049 -2.704 -4.005 1.544 0.329 0.71
O 1.211 -3.210 -2.638 0.917 -1.203 -0.378 -0.65
N 1.968 -5.364 -2.911 -0.496 -1.593 -0.467 -0.38
N 3.376 -3.731 -2.478 4.145 0.812 0.380 -0.35
H 2.770 -5.977 -2.949 -0.411 0.054 -0.013 0.14
H 1.056 -5.767 -3.071 0.232 0.338 0.081 0.20
H 3.698 -2.777 -2.399 -0.439 -0.225 -0.028 0.16
H 4.090 -4.430 -2.627 0.033 0.375 0.118 0.15
C 2.334 1.830 -4.436 2.363 -1.145 2.243 0.68
O 3.277 1.728 -3.681 1.396 0.113 1.029 -0.67
N 1.409 0.933 -4.535 -4.453 -3.446 -0.994 -0.31
N 2.147 2.817 -5.250 -0.243 3.645 -2.432 -0.41
H 0.711 1.084 -5.249 0.025 -0.268 0.196 0.13
H 1.308 0.024 -4.105 0.807 0.417 0.354 0.16
H 2.774 3.603 -5.148 -0.380 -0.032 -0.239 0.24
H 1.243 2.900 -5.693 0.500 0.572 -0.047 0.17
C 1.039 1.616 1.723 -0.308 1.596 2.503 -1.62
C 0.499 0.351 1.201 -0.022 1.791 -1.793 0.63
C -0.744 0.541 0.292 -0.130 -0.041 1.242 -0.78
O -1.893 1.106 0.940 1.455 -0.258 0.642 -0.12
C -2.994 0.855 0.169 -2.154 0.450 -0.946 -1.05
N 1.587 -0.048 0.310 -0.186 -2.862 -0.056 -0.61
H 0.315 2.072 2.398 -0.274 0.601 -0.225 0.38
H 1.437 2.334 1.006 -0.366 -0.137 -0.270 0.27
H 1.849 1.403 2.421 0.330 -0.203 -0.229 0.36
H 0.354 -0.315 2.051 -0.067 -0.441 -0.443 0.33
H -1.043 -0.426 -0.111 0.122 -0.210 -0.177 0.39
H -0.456 1.198 -0.529 0.080 0.097 -0.226 0.30
H -2.939 1.319 -0.816 0.372 -0.050 -0.418 0.40
H -3.897 1.310 0.574 0.130 0.125 0.576 0.29
H -3.263 -0.192 0.029 0.410 -0.357 0.081 0.40
H 1.260 -0.973 0.069 0.806 -0.991 -0.369 0.23
H 1.547 0.364 -0.611 -0.162 0.952 0.025 0.18
C -2.541 2.084 6.142 0.415 -0.310 -2.384 -1.44
C -2.424 0.894 7.049 1.564 -1.390 -1.438 0.45
C -1.167 0.033 6.709 -1.613 -1.304 0.013 -0.42
O -1.498 -1.405 7.031 1.673 1.856 -0.529 -0.37
C -0.394 -2.242 6.637 -0.280 0.814 0.145 -0.51
N -2.298 1.440 8.340 -0.755 0.829 2.003 -0.74
H -3.241 2.859 6.454 -0.066 -0.165 0.165 0.44
H -2.800 1.794 5.124 -0.289 -0.022 -0.210 0.24
H -1.552 2.525 6.016 0.108 0.341 0.284 0.34
H -3.300 0.245 7.016 -0.007 -0.056 -0.133 0.27
H -0.280 0.445 7.190 0.024 -0.426 0.897 0.33
H -0.875 0.152 5.666 -0.472 -0.525 -0.516 0.17
H -0.666 -3.296 6.685 -0.339 0.203 -0.272 0.26
H 0.491 -2.134 7.264 -0.016 0.272 0.432 0.28
H -0.079 -1.902 5.650 0.006 -0.551 -0.389 0.15
H -2.910 2.216 8.131 -0.377 0.576 1.884 0.29
H -1.411 1.910 8.446 0.452 -0.139 0.019 0.28
C -9.366 5.568 -5.912 0.233 -0.420 1.729 -1.39
C -8.262 6.519 -6.322 0.083 -1.143 -0.462 0.42
C -6.968 6.246 -5.556 0.589 -0.624 0.702 -0.82
O -6.627 4.823 -5.643 0.010 0.207 0.657 -0.36
C -5.382 4.556 -4.988 -0.148 1.175 0.542 -0.78
N -7.959 6.249 -7.714 -0.169 0.817 -0.715 -0.79
H -10.269 5.522 -6.520 0.391 0.276 -0.213 0.38
H -9.640 5.824 -4.889 -0.441 0.152 0.170 0.34
H -8.930 4.579 -5.768 -0.198 -0.208 -0.533 0.26
H -8.622 7.539 -6.188 0.362 0.152 -0.044 0.39
H -7.015 6.628 -4.536 -0.158 -0.523 0.547 0.46
H -6.082 6.735 -5.962 -0.221 0.581 -0.502 0.42
H -4.983 3.542 -5.011 -0.666 -0.114 -0.832 0.28
H -5.439 4.775 -3.922 -0.339 0.116 0.305 0.28
H -4.640 5.269 -5.347 0.352 -0.137 -0.323 0.32
H -7.411 7.048 -7.999 0.259 -0.026 -0.634 0.25
H -7.328 5.460 -7.699 0.063 -0.280 -0.333 0.33
C -3.731 -2.494 -4.889 0.654 -0.755 0.820 -1.52
C -3.335 -2.956 -6.269 -0.302 0.763 -0.443 0.82
C -2.225 -4.094 -6.293 -2.211 2.367 -0.860 -0.72
O -1.741 -4.174 -7.620 0.768 0.686 -0.150 -0.41
C -0.655 -3.230 -7.888 -0.767 -1.111 -0.007 -0.69
N -4.573 -3.322 -6.987 0.123 -0.994 0.337 -0.80
H -4.085 -3.369 -4.345 -0.609 0.157 0.149 0.29
H -4.439 -1.665 -4.883 -0.221 -0.295 -0.106 0.39
H -2.870 -2.170 -4.304 0.281 0.209 -0.144 0.33
H -3.050 -2.043 -6.792 1.367 0.010 -0.075 0.24
H -2.813 -4.982 -6.062 0.621 -0.388 0.148 0.39
H -1.447 -3.802 -5.588 0.069 -0.480 0.213 0.39
H 0.237 -3.847 -7.787 0.378 0.546 -0.069 0.26
H -0.639 -2.347 -7.249 -0.121 -0.262 0.475 0.28
H -0.752 -2.820 -8.894 -0.070 -0.446 -0.142 0.27
H -5.112 -2.483 -7.147 -0.124 0.025 0.036 0.25
H -4.368 -3.710 -7.896 0.182 -0.046 -0.142 0.24
C -2.201 -8.997 -3.142 2.162 -1.605 0.648 -1.47
C -3.334 -8.439 -2.357 -0.842 -0.994 -0.146 0.51
C -3.009 -7.120 -1.737 -1.225 0.368 0.446 -0.61
O -2.125 -7.300 -0.668 1.184 1.226 1.044 -0.29
C -1.810 -6.038 0.006 0.012 -0.579 -0.801 -0.63
N -4.484 -8.318 -3.260 0.071 0.816 -0.837 -0.72
H -1.234 -9.044 -2.643 0.121 0.757 0.700 0.36
H -1.945 -8.500 -4.078 -0.627 -0.021 -0.232 0.33
H -2.295 -10.080 -3.223 -0.621 -0.064 -0.939 0.36
H -3.679 -9.131 -1.589 0.499 -0.009 0.353 0.36
H -3.946 -6.718 -1.352 -0.230 0.278 -0.020 0.36
H -2.677 -6.447 -2.527 0.520 0.359 -0.003 0.15
H -2.681 -5.586 0.481 -0.279 -0.128 -0.160 0.31
H -1.383 -5.337 -0.710 -0.186 0.152 -0.246 0.27
H -1.043 -6.131 0.775 -0.097 -0.785 -0.056 0.17
H -4.027 -8.173 -4.149 -0.380 0.684 -0.538 0.25
H -4.961 -9.182 -3.474 -0.037 -0.418 0.770 0.29
C 3.620 -4.465 2.996 -0.892 0.366 0.287 -1.42
C 3.922 -5.671 3.905 -2.701 -0.360 -0.689 0.59
C 3.275 -7.063 3.444 -0.408 1.878 -0.119 -0.83
O 1.848 -6.985 3.562 1.037 -0.339 0.303 -0.24
C 1.170 -8.152 3.101 0.764 0.496 0.682 -0.75
N 5.282 -5.815 3.958 3.924 -1.252 -0.331 -0.71
H 4.247 -3.632 3.315 -0.024 0.141 0.383 0.34
H 2.590 -4.111 3.037 -0.118 -0.121 -0.101 0.34
H 3.913 -4.570 1.952 -0.126 -0.659 -0.112 0.35
H 3.731 -5.442 4.954 -1.394 -0.060 -0.041 0.22
H 3.784 -7.899 3.924 -0.421 -0.051 0.819 0.44
H 3.484 -7.245 2.390 0.297 0.364 -0.490 0.32
H 0.124 -7.897 3.277 -0.015 -0.520 -0.525 0.20
H 1.476 -9.028 3.672 -0.209 -0.092 0.466 0.34
H 1.474 -8.411 2.087 -0.499 0.363 -0.471 0.31
H 5.707 -4.939 4.224 0.253 -0.036 0.106 0.24
H 5.619 -6.015 3.027 0.520 -0.095 -0.191 0.26
C 7.860 6.420 6.234 -0.243 -0.004 -1.224 -1.52
C 7.088 5.153 5.832 1.527 0.936 0.923 0.44
C 7.494 4.685 4.431 0.020 1.769 0.601 -0.76
O 6.390 4.180 3.815 -2.385 -1.124 0.066 -0.28
C 6.561 3.990 2.463 1.218 -0.383 -0.795 -0.81
N 7.550 4.190 6.813 -0.905 -1.341 0.242 -0.73
H 7.655 6.795 7.237 -0.257 -0.229 -0.154 0.39
H 7.652 7.169 5.470 0.234 0.509 0.200 0.37
H 8.912 6.137 6.195 0.171 0.277 -0.002 0.31
H 6.015 5.317 5.933 -0.002 -0.127 -0.349 0.38
H 8.311 3.965 4.453 0.258 -0.178 0.092 0.35
H 7.841 5.556 3.875 0.289 0.256 -0.329 0.40
H 6.910 4.931 2.038 -0.318 0.230 -0.595 0.29
H 5.713 3.543 1.944 -0.337 0.429 0.391 0.28
H 7.384 3.295 2.297 0.303 -0.287 -0.167 0.35
H 6.765 3.569 6.946 -0.070 -0.531 0.601 0.27
H 8.199 3.616 6.293 0.442 -0.311 0.510 0.28

21
Properties=species:S:1:pos:R:3:forces:R:3:mulliken_charge:R:1 method="wB97M-V/def2-TZVPD" homo_lumo_gap_ev=9.30 smiles="CN(C)[C@@]1(F)N=C(F)[C@H](F)C=C1F" lumo_ev=0.2845 total_energy_ev=-21235.348 de_lowest_ev=1.837 charge=0
C 2.559 1.688 -0.234 1.531 0.779 -0.673 -0.46
C 1.339 1.581 0.225 -0.796 -0.542 -0.755 0.10
C 2.745 -0.841 -0.414 -1.643 1.778 0.670 0.43
C 3.523 0.499 -0.142 0.840 -0.200 -1.282 0.18
C 0.781 0.318 0.787 0.386 -2.885 0.123 0.80
C -1.136 -1.051 1.606 1.206 0.428 0.336 -0.83
C -1.100 0.069 -0.645 2.008 2.682 -2.517 -0.74
N 1.504 -1.011 -0.239 1.164 1.365 1.713 -0.69
N -0.590 0.070 0.712 -1.050 -0.717 2.112 -0.07
F 0.444 2.532 -0.065 -0.155 0.232 0.578 -0.29
F 3.516 -1.785 -0.940 0.209 -0.228 -0.172 -0.28
F 4.094 0.416 1.124 -0.074 0.015 -0.068 -0.27
F 1.264 0.076 2.082 -0.657 0.306 -1.825 -0.29
H 2.784 2.686 -0.724 0.194 -1.556 0.601 0.36
H 4.426 0.558 -0.883 -1.810 0.109 1.178 0.28
H -1.916 -1.514 1.004 -0.367 0.257 0.658 0.32
H -0.365 -1.807 1.683 0.309 -0.315 -0.130 0.33
H -1.364 -0.847 2.728 -0.091 0.451 -2.291 0.24
H -1.926 -0.594 -0.989 0.911 0.080 0.974 0.37
H -1.397 1.148 -0.965 0.170 -1.757 0.685 0.20
H -0.103 -0.090 -1.238 -2.285 -0.282 0.085 0.30

9
Properties=species:S:1:pos:R:3:forces:R:3:mulliken_charge:R:1 method="wB97M-V/def2-TZVPD" homo_lumo_gap_ev=6.99 lumo_ev=-14.1865 total_energy_ev=-58593.711 de_lowest_ev=0.000 charge=+2
C -1.509 0.510 -0.001 -0.818 0.342 -0.064 -0.13
C -0.156 1.148 -0.072 1.722 -2.037 0.074 0.06
C -0.099 -0.183 -0.005 -0.864 2.766 0.133 0.20
C 1.000 -1.074 0.056 0.501 -1.821 -0.542 0.07
O 2.164 -0.590 0.037 -0.219 -0.120 0.167 -0.18
Ga 1.923 1.301 -0.051 -1.224 0.851 -0.046 1.01
H -2.078 0.579 0.933 0.328 -0.124 -0.153 0.27
H -2.122 0.475 -0.909 0.325 -0.019 0.174 0.27
H 0.877 -2.166 0.012 0.248 0.163 0.258 0.44

12
Properties=species:S:1:pos:R:3:forces:R:3:mulliken_charge:R:1 method="wB97M-V/def2-TZVPD" homo_lumo_gap_ev=6.31 lumo_ev=3.4183 total_energy_ev=-34694.126 de_lowest_ev=0.699 charge=-1
S 2.259 -1.715 -0.930 0.175 0.131 -0.045 -0.50
H 1.630 -2.683 -0.250 -0.015 -0.004 -0.015 0.08
C -0.176 -0.263 -1.928 0.106 0.225 -0.113 -0.93
S 0.768 -0.100 -0.388 -0.316 -0.321 0.166 0.03
S -1.294 1.253 0.480 0.155 0.106 -0.144 -0.53
C -0.635 1.105 2.158 -0.025 0.008 0.158 -0.84
H -0.998 -0.970 -1.831 0.025 -0.038 0.070 0.28
H -0.570 0.720 -2.176 -0.088 -0.007 0.036 0.29
H 0.509 -0.569 -2.711 -0.016 -0.120 -0.041 0.37
H 0.286 1.679 2.285 0.006 0.004 -0.037 0.24
H -1.363 1.482 2.879 0.007 -0.016 0.032 0.26
H -0.415 0.063 2.412 -0.015 0.032 -0.067 0.25